Here is 2 unconnected molecules or ions with the total composition C5H11NO at a distorted geometry from the OMol25 dataset. Energies are from wB97M-V/def2-TZVPD.

Calculated values
relative energy (zero: lowest compared OMol25 entry of this formula, charge and spin)	595.0	kJ/mol
orbital gap	9.424	eV
highest occupied orbital energy	-8.4402	eV
net charge	0
energy	-8895.5302	eV

```
18
Properties=species:S:1:pos:R:3:forces:R:3
O 1.865 -1.320 0.563 0.1 -1.2 -0.3
N 1.847 -0.121 0.201 1.1 1.2 -0.7
C -1.116 -1.464 -0.697 1.7 0.6 0.7
C -0.994 -0.493 0.439 2.9 2.9 0.5
C -2.140 0.531 0.574 0.3 -0.7 -1.7
C 3.147 0.509 -0.100 0.6 1.2 -0.3
C 0.832 0.633 0.125 -5.2 -4.0 0.7
H -0.248 -2.126 -0.557 -0.7 -0.4 -0.5
H 0.812 1.662 0.164 0.4 2.0 -0.5
H 3.489 0.809 -1.102 -0.9 -1.5 -0.5
H -1.828 1.606 0.541 -0.3 -1.1 -0.2
H -2.095 -1.883 -0.729 -0.7 -1.0 0.4
H 3.091 1.533 0.223 0.1 0.3 1.3
H -0.591 -0.923 1.364 -0.5 0.1 -0.3
H -2.694 0.389 1.495 -0.2 -0.1 0.0
H 3.883 -0.092 0.379 0.6 -0.1 0.5
H -1.051 -0.959 -1.639 0.3 0.4 -0.6
H -2.757 0.208 -0.342 0.2 1.3 1.5
```
Forces are in eV/Å.



Here is 2 unconnected molecules or ions with the total composition C5H11NO at a distorted geometry from the OMol25 dataset. Energies are from wB97M-V/def2-TZVPD.

Calculated values
relative energy (zero: lowest compared OMol25 entry of this formula, charge and spin)	405.0	kJ/mol
SMILES	C=CCNC=C.O
orbital gap	8.901	eV
highest occupied orbital energy	-8.0004	eV
net charge	0
energy	-8897.5000	eV

```
18
Properties=species:S:1:pos:R:3:forces:R:3
O 5.615 -2.746 4.080 -0.8 -0.4 -0.3
N -1.721 0.270 -0.299 5.4 -1.1 2.5
C -2.293 2.115 0.942 -1.6 0.8 -1.0
C -1.343 1.238 0.749 -0.3 -2.9 -2.1
C -0.609 -0.468 -0.998 1.2 -1.2 2.7
C -0.536 0.796 -3.123 0.3 2.8 -1.0
C -0.686 -0.357 -2.462 0.4 0.5 -2.1
H 5.474 -3.512 3.477 -0.1 0.9 0.7
H -0.459 1.896 -2.601 0.0 -3.1 -1.0
H 4.731 -2.417 4.361 0.9 -0.6 -0.5
H -0.366 0.963 1.290 -1.8 0.9 -0.9
H -3.183 2.121 0.251 1.1 -0.2 0.7
H -2.344 2.908 1.605 0.4 1.2 1.5
H -0.453 0.913 -4.280 -0.5 -0.6 2.2
H -2.424 0.443 -0.934 -1.7 1.2 -1.1
H -0.714 -1.551 -0.812 -0.2 0.3 0.3
H 0.538 -0.334 -0.500 -3.2 0.5 -1.5
H -0.877 -1.302 -3.051 0.5 1.1 0.7
```
Forces are in eV/Å.



Here is a single C5H11NO molecule from the OMol25 dataset. Energies are from wB97M-V/def2-TZVPD.

Calculated values
relative energy (zero: lowest compared OMol25 entry of this formula, charge and spin)	324.1	kJ/mol
orbital gap (spin up / spin down)	7.692 / 7.693	eV
highest occupied orbital energy (spin up / spin down)	-6.9785 / -6.9793	eV
net charge	0
energy	-8898.3385	eV

```
18
Properties=species:S:1:pos:R:3:forces:R:3
O 1.373 -2.103 0.668 0.0 -0.1 -0.2
N -0.709 -0.184 -0.308 0.0 0.2 -0.1
C -0.804 1.013 -0.870 0.1 -0.1 -0.1
C -0.272 -0.354 1.089 0.0 0.0 0.0
C -0.894 -1.334 -1.024 -0.2 0.0 -0.1
C 1.186 -0.811 1.173 0.0 0.4 0.2
C 0.085 2.176 -0.576 0.0 0.1 0.1
H 1.024 2.085 -1.145 -0.1 0.0 0.1
H 1.481 -0.825 2.229 -0.1 0.0 -0.1
H 0.882 -2.126 -0.181 0.1 -0.1 0.1
H -0.437 0.581 1.631 0.1 -0.1 -0.1
H -0.910 -1.129 1.526 0.1 0.1 -0.1
H 0.355 2.280 0.479 -0.1 0.0 -0.1
H -1.356 1.012 -1.804 0.2 0.0 0.0
H -0.968 -1.188 -2.096 -0.1 -0.1 0.1
H -0.394 3.105 -0.899 0.1 -0.1 0.1
H -1.463 -2.129 -0.554 0.1 0.1 0.1
H 1.822 -0.068 0.661 -0.1 -0.1 0.0
```
Forces are in eV/Å.



Here is 3 unconnected molecules or ions with the total composition C5H11NO at a distorted geometry from the OMol25 dataset. Energies are from wB97M-V/def2-TZVPD.

Calculated values
relative energy (zero: lowest compared OMol25 entry of this formula, charge and spin)	415.7	kJ/mol
orbital gap	9.156	eV
highest occupied orbital energy	-9.5438	eV
net charge	0
energy	-8897.3885	eV

```
18
Properties=species:S:1:pos:R:3:forces:R:3
O -2.056 -0.015 2.095 1.9 -0.6 -1.8
N 0.058 0.932 1.655 0.1 1.5 -0.9
C -0.872 -0.174 1.726 -1.7 0.9 4.5
C -0.436 2.107 1.596 -0.1 -0.7 -0.1
C 0.447 -0.181 -0.784 -2.1 -1.8 1.7
C 1.438 -1.291 -0.579 0.3 -0.1 0.0
C -0.462 -0.278 -1.974 0.1 0.1 -0.4
H -1.205 0.524 -1.948 0.0 -0.2 0.0
H 0.118 -0.136 -2.895 0.0 -0.1 0.0
H 0.956 -2.270 -0.605 0.1 0.0 -0.1
H -0.321 -1.053 2.133 -0.3 -0.2 -1.0
H 1.922 -1.180 0.396 0.0 0.0 -0.1
H -0.479 -0.522 0.274 2.1 1.2 -2.9
H -1.499 2.306 1.779 0.1 -0.1 -0.3
H 2.216 -1.248 -1.351 0.0 -0.1 0.1
H 0.193 2.939 1.263 0.1 -0.2 0.7
H 0.943 0.786 -0.752 -0.5 0.1 0.7
H -0.961 -1.247 -2.029 0.0 0.1 0.0
```
Forces are in eV/Å.



Here is a molecular structure, C5H11NO at a distorted geometry from the OMol25 dataset. Energies are from wB97M-V/def2-TZVPD.

Calculated values
relative energy (zero: lowest compared OMol25 entry of this formula, charge and spin)	587.8	kJ/mol
orbital gap	9.256	eV
highest occupied orbital energy	-8.8894	eV
net charge	0
energy	-8895.6057	eV

```
18
Properties=species:S:1:pos:R:3:forces:R:3
O -0.687 -0.121 -2.609 3.9 -0.2 2.4
N 0.590 -0.119 -1.350 -2.2 -1.1 -3.5
C 0.753 0.079 1.177 0.4 3.6 -1.6
C -0.166 0.022 -0.068 1.7 -0.5 0.1
C -1.114 -1.178 0.056 -1.5 0.2 1.1
C 1.811 -0.388 -1.655 -2.7 0.7 2.4
C -1.032 1.197 -0.307 -1.5 3.1 2.6
H -0.535 -2.067 -0.096 -0.1 -0.8 0.0
H -0.656 2.306 -0.254 0.0 -2.2 0.5
H 2.055 -0.478 -2.667 0.4 -0.1 -1.4
H -1.806 1.006 0.514 0.5 1.1 -1.1
H 0.153 0.085 2.042 -0.8 0.1 1.1
H 1.464 -0.659 1.298 1.2 -2.2 -0.1
H 2.512 -0.518 -0.836 0.2 0.1 -0.2
H -1.705 -1.228 1.064 1.6 0.3 -1.5
H -1.470 1.165 -1.278 -0.5 -0.5 -0.4
H -1.925 -1.062 -0.673 0.6 -0.4 -0.2
H 1.410 1.032 1.189 -1.3 -1.1 -0.1
```
Forces are in eV/Å.



Here is a single C5H11NO molecule at a distorted geometry from the OMol25 dataset. Energies are from wB97M-V/def2-TZVPD.

Calculated values
relative energy (zero: lowest compared OMol25 entry of this formula, charge and spin)	264.0	kJ/mol
SMILES	C[C@H]1C[C@H](O)N1C
orbital gap	9.410	eV
highest occupied orbital energy	-8.3280	eV
net charge	0
energy	-8898.9611	eV

```
18
Properties=species:S:1:pos:R:3:forces:R:3
O 0.713 2.541 -0.375 -0.3 -0.2 -0.2
N 0.705 0.132 -0.302 0.2 0.3 -0.5
C 0.375 1.349 0.311 -0.8 -0.6 0.1
C -1.028 -1.638 0.065 0.0 -0.1 0.0
C -1.257 0.938 0.025 0.6 0.0 0.3
C -0.632 -0.334 -0.583 -0.1 -0.3 -0.2
C 1.821 -0.680 0.061 0.2 -0.1 -0.1
H 1.602 -1.390 0.874 0.1 0.0 -0.1
H -0.769 -0.397 -1.668 -0.3 -0.1 0.0
H -0.383 -2.448 -0.291 -0.2 0.0 0.1
H -1.930 1.439 -0.725 1.3 0.4 0.7
H -2.064 -1.870 -0.195 0.1 -0.1 0.0
H -1.911 0.766 0.895 0.6 -0.1 -0.1
H 2.661 -0.048 0.374 -0.2 -0.1 -0.1
H 2.140 -1.230 -0.825 0.2 -0.2 0.1
H 0.964 1.435 1.263 -1.4 -0.1 0.2
H -0.946 -1.577 1.156 0.0 0.0 -0.1
H -0.059 3.011 -0.062 0.1 1.3 -0.5
```
Forces are in eV/Å.



Here is a single C5H11NO molecule at a distorted geometry from the OMol25 dataset. Energies are from wB97M-V/def2-TZVPD.

Calculated values
relative energy (zero: lowest compared OMol25 entry of this formula, charge and spin)	238.9	kJ/mol
SMILES	CCN(C)CC=O
orbital gap	9.484	eV
highest occupied orbital energy	-8.4828	eV
net charge	0
energy	-8899.2210	eV

```
18
Properties=species:S:1:pos:R:3:forces:R:3
O -0.828 -2.073 -1.648 0.0 -0.2 0.0
N 0.490 0.140 0.571 0.6 0.0 -1.0
C 0.526 1.599 0.809 -1.0 0.2 0.7
C 1.711 -0.251 -0.171 -0.2 0.0 -0.1
C -0.482 -1.836 -0.520 -0.6 0.2 -0.1
C -0.821 2.364 0.747 0.6 0.1 -0.2
C -0.754 -0.488 0.105 0.2 1.3 0.2
H 2.148 0.503 -0.846 -0.1 0.6 0.7
H 0.032 -2.611 0.077 0.0 0.1 0.1
H 1.156 2.123 0.092 0.3 -0.4 -0.3
H -1.357 2.517 1.681 0.0 -0.5 0.1
H 1.576 -1.010 -0.944 -0.3 -0.6 0.6
H 0.982 1.755 1.791 0.1 0.1 0.0
H -1.292 0.148 -0.606 0.1 -0.5 -0.5
H -1.447 -0.539 0.953 0.1 -0.5 0.1
H -1.470 1.916 0.000 -0.2 0.2 0.1
H -0.574 3.368 0.397 -0.2 0.0 0.0
H 2.421 -0.555 0.596 0.5 -0.1 -0.5
```
Forces are in eV/Å.



Here is a single C5H11NO molecule from the OMol25 dataset. Energies are from wB97M-V/def2-TZVPD.

Calculated values
relative energy (zero: lowest compared OMol25 entry of this formula, charge and spin)	33.2	kJ/mol
SMILES	CCN(C)C(C)=O
orbital gap	10.049	eV
highest occupied orbital energy	-9.1558	eV
net charge	0
energy	-8901.3536	eV

```
18
Properties=species:S:1:pos:R:3:forces:R:3
O 0.339 -1.138 -1.733 0.1 0.1 0.2
N 0.027 -0.284 0.336 0.1 0.0 -0.2
C -1.408 -0.518 0.207 -0.1 -0.1 0.0
C -2.109 0.525 -0.659 0.0 0.0 0.0
C 0.809 -0.590 -0.745 -0.1 0.0 0.0
C 2.284 -0.235 -0.674 0.0 0.0 0.0
C 0.493 0.459 1.490 0.1 0.0 0.1
H 2.715 -0.450 -1.652 -0.1 0.0 0.1
H -0.042 0.111 2.379 0.1 0.1 -0.1
H -3.188 0.337 -0.688 0.2 0.0 0.0
H 2.443 0.821 -0.433 0.0 -0.2 0.0
H 1.556 0.284 1.661 -0.2 0.0 0.0
H -1.831 -0.527 1.218 0.1 0.0 -0.1
H -1.548 -1.511 -0.228 0.0 0.1 0.1
H -1.948 1.538 -0.274 0.0 -0.1 0.0
H 2.804 -0.835 0.081 -0.1 0.1 -0.1
H 0.329 1.542 1.393 0.0 -0.2 0.0
H -1.723 0.470 -1.681 -0.1 0.0 0.1
```
Forces are in eV/Å.



Here is 2 unconnected molecules or ions with the total composition C5H11NO at a distorted geometry from the OMol25 dataset. Energies are from wB97M-V/def2-TZVPD.

Calculated values
relative energy (zero: lowest compared OMol25 entry of this formula, charge and spin)	298.7	kJ/mol
SMILES	C=CC/C=C\N.O
orbital gap	9.734	eV
highest occupied orbital energy	-8.9260	eV
net charge	0
energy	-8898.6013	eV

```
18
Properties=species:S:1:pos:R:3:forces:R:3
O -5.941 -3.871 0.242 -0.3 0.2 0.0
N -1.010 2.131 0.398 1.3 1.0 -0.5
C 3.013 0.348 -0.498 0.3 0.7 0.6
C 4.122 0.047 0.173 0.2 -0.3 -1.2
C 0.487 0.344 -0.267 -0.2 1.0 -1.0
C 1.812 1.007 0.098 -1.2 -1.3 1.1
C -0.622 1.068 -0.473 -1.3 -1.2 1.3
H 4.272 -0.061 1.237 -0.2 0.5 0.1
H 3.071 0.266 -1.575 -0.2 0.2 -0.2
H -1.344 2.989 -0.009 -0.3 -0.1 -0.1
H 1.688 2.027 -0.248 0.4 0.2 0.1
H -1.581 1.819 1.166 0.0 0.0 -0.1
H 0.392 -0.692 -0.567 0.7 0.0 -0.5
H 1.912 1.017 1.188 0.2 0.2 0.0
H -1.451 0.636 -1.035 0.1 -0.3 0.0
H -5.728 -4.771 -0.017 0.3 0.1 0.1
H -5.158 -3.469 0.629 0.1 -0.3 -0.1
H 4.962 -0.135 -0.494 0.2 -0.5 0.5
```
Forces are in eV/Å.



Here is 2 unconnected molecules or ions with the total composition C5H11NO at a distorted geometry from the OMol25 dataset. Energies are from wB97M-V/def2-TZVPD.

Calculated values
relative energy (zero: lowest compared OMol25 entry of this formula, charge and spin)	896.0	kJ/mol
orbital gap	4.723	eV
highest occupied orbital energy	-8.0842	eV
net charge	0
energy	-8892.4109	eV

```
18
Properties=species:S:1:pos:R:3:forces:R:3
O -2.572 0.471 0.728 1.2 -0.1 -0.5
N -0.982 -1.525 0.385 1.5 -1.1 -0.7
C 0.473 0.424 0.748 1.0 1.8 0.4
C 0.330 -0.831 -1.628 0.4 0.3 0.9
C 0.760 1.725 -0.056 0.9 -0.1 0.3
C 0.032 -0.744 -0.107 0.0 -0.3 -2.8
C 1.617 -0.411 0.612 -2.9 -1.9 1.7
H -0.061 2.435 -0.102 -0.5 -0.6 -0.4
H 1.355 -0.503 -1.730 0.0 0.1 -0.6
H -0.110 0.604 1.657 0.3 0.0 0.0
H 0.313 -1.879 -1.934 -0.2 0.0 0.2
H 1.559 2.241 0.478 0.0 0.0 0.2
H 1.993 -0.994 1.452 0.7 0.5 0.2
H 1.235 1.378 -0.971 -0.5 0.7 -0.5
H -3.032 1.140 1.234 -0.3 -0.1 0.2
H -0.782 -2.341 0.936 -0.2 0.0 0.2
H -1.806 -0.931 0.582 -0.9 0.8 1.1
H -0.322 -0.258 -2.282 -0.4 0.0 0.2
```
Forces are in eV/Å.